ORCA calculation (ωB97M-V/def2-TZVPD) on a single C7H6ClNO2S molecule in a non-equilibrium geometry.

Summary:
energy relative to the best compared isomer or geometry (same formula, charge and spin)	103.7	kJ/mol
highest occupied orbital energy	-9.08	eV
lowest unoccupied orbital energy	-0.99	eV
strongest force on any atom	5.0	eV Å⁻¹
molar mass	203.650	u

Last column: Löwdin charge in e.
Geometry (Å):
C 0.65662 -1.35630 0.64711  0.0156
C 0.86770 -0.03949 0.94688  -0.2015
C 0.07277 1.12174 0.22950  -0.4016
C -0.81531 0.63718 -0.84176  -0.3911
C 1.52459 0.25061 2.18979  -0.7881
C -0.32359 -1.72862 -0.44529  -0.1669
C -0.24887 -0.64425 -1.53260  -0.1009
N -1.79685 1.35870 -1.23149  0.1446
O 2.48877 -0.28080 2.64629  0.0685
O -0.80619 3.34397 -0.40369  -0.5149
S 0.22031 2.75385 0.41616  0.9661
Cl 0.88382 1.64037 3.07091  0.6866
H 0.95790 -2.18145 1.32084  0.1398
H -0.00352 -2.77470 -0.85539  0.1504
H -1.27262 -1.82983 -0.09349  0.0844
H -0.97932 -0.74174 -2.34439  0.1179
H 0.79646 -0.45235 -1.63799  0.1130
H -2.22266 0.92311 -2.08136  0.0782

---

ORCA calculation (ωB97M-V/def2-TZVPD) on a molecular structure, C7H6F12N2O11RbS4 in a non-equilibrium geometry.

Summary:
energy relative to the best compared isomer or geometry (same formula, charge and spin)	56.4	kJ/mol
total charge	-1
highest occupied orbital energy	-7.34	eV
lowest unoccupied orbital energy	1.82	eV
strongest force on any atom	10.1	eV Å⁻¹
molar mass	735.840	u

Last column: Löwdin charge in e.
Geometry (Å):
Rb 0.47530 -0.06576 -0.31500  0.9384
C 0.60182 -0.65590 -4.45064  -0.5742
F 0.34497 -0.27103 -5.72075  0.1434
F 1.32517 -1.78193 -4.47439  0.1262
F 1.24913 0.24799 -3.69085  0.1061
S -1.06768 -1.02071 -3.46684  0.6541
O -1.46025 0.28534 -3.05785  -0.3172
O -1.99345 -1.63980 -4.42076  -0.2879
N -0.62401 -1.86036 -2.02722  -0.4586
S -1.14495 -3.23816 -2.26692  0.5791
O -2.56713 -3.46136 -1.87195  -0.3376
O -0.72942 -3.95027 -3.55026  -0.3459
C -0.27625 -4.17197 -0.74002  -0.6364
F 1.01696 -3.83590 -0.77752  0.1162
F -0.88149 -3.67106 0.36183  0.0934
F -0.49746 -5.45838 -0.74841  0.1724
C 4.20315 1.87132 -0.70018  -0.6947
F 5.02348 2.05651 -1.74127  0.1444
F 3.88679 0.58042 -0.70362  0.1209
F 4.85497 2.18326 0.35760  0.1830
S 2.65600 3.03332 -0.77077  0.7062
O 3.22202 4.38787 -0.88047  -0.2873
O 2.12770 2.66468 -2.09391  -0.3318
N 1.64379 2.54916 0.55205  -0.3736
S 1.56229 3.79799 1.35810  0.4630
O 2.81877 3.97708 2.07486  -0.3124
O 1.13492 5.00855 0.74718  -0.2812
C 0.27497 3.45648 2.72923  -0.6446
F -0.94819 3.12861 2.31980  0.1377
F 0.78180 2.44383 3.50241  0.0780
F 0.20363 4.49491 3.51640  0.1621
C -3.47452 -1.33556 0.50168  -0.0351
O -3.48116 -1.00170 1.86748  -0.0192
C -2.32623 -0.70014 2.55065  -0.4359
O -1.28006 -0.47753 1.93781  -0.0201
O -2.42601 -0.84832 3.95638  -0.0110
C -1.25940 -0.59698 4.72916  -0.0641
H -3.48016 -0.44333 -0.12441  0.1069
H -4.34445 -1.97449 0.34970  0.1108
H -2.52475 -1.82883 0.29496  0.0590
H -1.43551 -0.30601 5.76474  0.0953
H -0.45136 -0.02826 4.26902  0.0835
H -0.73376 -1.54378 4.85314  0.0887

---

ORCA calculation (ωB97M-V/def2-TZVPD) on 2 unconnected molecules or ions with the total composition C7H6F2O in a non-equilibrium geometry.

Summary:
energy relative to the best compared isomer or geometry (same formula, charge and spin)	123.7	kJ/mol
highest occupied orbital energy (alpha / beta)	-8.15 / -8.15	eV
lowest unoccupied orbital energy (alpha / beta)	-0.22 / -0.22	eV
strongest force on any atom	3.9	eV Å⁻¹
molar mass	144.120	u

Last column: Löwdin charge in e.
Geometry (Å):
C -1.78471 -0.49116 0.13477  -0.0794
C -1.44744 0.79408 -0.39773  -0.0807
C -0.80508 -1.34345 0.35126  -0.0240
C -0.24137 0.99951 -0.99822  -0.0490
C 1.48609 1.19843 1.04434  -0.0158
C 0.65268 -1.14385 -0.06498  -0.2542
C 0.94814 0.20268 -0.70836  -0.2867
O 0.67104 1.87332 1.64031  0.0545
F 1.52532 -1.43199 0.97811  -0.0165
F 1.94873 0.28404 -1.60067  0.0590
H -2.77799 -0.78888 0.42173  0.1094
H -2.08157 1.65406 -0.40492  0.1002
H -0.97551 -2.32056 0.68287  0.0930
H -0.20818 1.84109 -1.67668  0.1177
H 2.30680 0.58024 1.46208  0.1096
H 0.78304 -1.90756 -0.86392  0.1629

---

Question: molar mass of number 3 (C7H6F2O)?
Answer: 144.120 u

---

Copy entry 3 word for word.
ORCA calculation (ωB97M-V/def2-TZVPD) on 2 unconnected molecules or ions with the total composition C7H6F2O in a non-equilibrium geometry.

Summary:
energy relative to the best compared isomer or geometry (same formula, charge and spin)	123.7	kJ/mol
highest occupied orbital energy (alpha / beta)	-8.15 / -8.15	eV
lowest unoccupied orbital energy (alpha / beta)	-0.22 / -0.22	eV
strongest force on any atom	3.9	eV Å⁻¹
molar mass	144.120	u

Last column: Löwdin charge in e.
Geometry (Å):
C -1.78471 -0.49116 0.13477  -0.0794
C -1.44744 0.79408 -0.39773  -0.0807
C -0.80508 -1.34345 0.35126  -0.0240
C -0.24137 0.99951 -0.99822  -0.0490
C 1.48609 1.19843 1.04434  -0.0158
C 0.65268 -1.14385 -0.06498  -0.2542
C 0.94814 0.20268 -0.70836  -0.2867
O 0.67104 1.87332 1.64031  0.0545
F 1.52532 -1.43199 0.97811  -0.0165
F 1.94873 0.28404 -1.60067  0.0590
H -2.77799 -0.78888 0.42173  0.1094
H -2.08157 1.65406 -0.40492  0.1002
H -0.97551 -2.32056 0.68287  0.0930
H -0.20818 1.84109 -1.67668  0.1177
H 2.30680 0.58024 1.46208  0.1096
H 0.78304 -1.90756 -0.86392  0.1629

---

Question: What is the energy relative to the best compared isomer or geometry (same formula, charge and spin) in the second record?
Answer: 56.4 kJ/mol

---

Question: Look up the strongest force on any atom of the second one.
Answer: 10.1 eV Å⁻¹